Entry 1:
{"formula": "C3HO3", "method": "wB97M-V/def2-TZVPD", "smiles": "O=C=CC(=O)[O-]", "molar_mass_g_mol": 85.038, "orbital_gap_ev": 7.942, "homo_energy_ev": -3.759, "multiplicity": 1, "de_lowest_ev": 1.809, "total_charge": -1, "energy_ev": -9268.6350, "elements": ["O", "O", "O", "C", "C", "C", "H"], "xyz": [[-0.391, -1.188, -1.226], [0.917, 2.046, -0.684], [1.075, -1.585, 0.339], [-0.503, 0.424, 0.576], [0.167, 1.348, -0.084], [0.232, -0.934, -0.212], [-1.496, -0.112, 1.291]], "mulliken_charge": [-0.62, -0.53, -0.63, -0.52, 0.55, 0.53, 0.23]}

=====

Entry 2:
{"formula": "C3HO4", "method": "wB97M-V/def2-TZVPD", "molar_mass_g_mol": 101.037, "orbital_gap_ev": 7.951, "homo_energy_ev": -3.732, "multiplicity": 1, "de_lowest_ev": 2.680, "total_charge": -1, "energy_ev": -11315.4292, "elements": ["O", "O", "O", "O", "C", "C", "C", "H"], "xyz": [[-0.673, 0.339, 1.982], [1.095, 0.667, -0.140], [-0.023, -1.293, -0.633], [-2.534, 0.282, 0.601], [-0.223, -0.208, -0.216], [-1.382, 0.229, 1.006], [1.987, 0.471, -0.939], [1.754, -0.487, -1.661]], "mulliken_charge": [-0.56, -0.05, -0.43, -0.62, 0.29, 0.63, -0.33, 0.07]}

=====

Entry 3:
{"formula": "C3HO4", "method": "wB97M-V/def2-TZVPD", "smiles": "O=C=COC(=O)[O-]", "molar_mass_g_mol": 101.037, "orbital_gap_ev": 8.109, "homo_energy_ev": -4.201, "multiplicity": 1, "de_lowest_ev": 1.749, "total_charge": -1, "energy_ev": -11316.3607, "elements": ["O", "O", "O", "O", "C", "C", "C", "H"], "xyz": [[2.849, 1.512, 0.211], [2.437, -0.464, -0.517], [1.067, -2.599, 0.759], [0.823, 0.617, 0.561], [-0.187, -0.452, 0.741], [0.444, -1.577, 0.491], [2.114, 0.574, 0.006], [-1.124, -0.125, 0.383]], "mulliken_charge": [-0.68, -0.70, -0.48, -0.36, -0.50, 0.75, 0.71, 0.26]}

=====

Entry 4:
{"formula": "C3KMgO6", "method": "wB97M-V/def2-TZVPD", "molar_mass_g_mol": 195.430, "s2": 0.75, "orbital_gap_ev": [6.343, 7.162], "homo_energy_ev": [-6.786, -7.870], "multiplicity": 2, "de_lowest_ev": 0.000, "total_charge": 0, "energy_ev": -37167.6444, "elements": ["K", "Mg", "O", "O", "O", "O", "O", "O", "C", "C", "C"], "xyz": [[-1.915, -2.146, -0.077], [2.205, 2.469, 0.270], [0.425, 1.858, -0.284], [3.186, 0.461, -0.090], [3.154, -1.847, 0.103], [-2.483, -0.052, 0.139], [-2.287, 2.180, 0.117], [0.122, -0.346, -0.184], [-1.841, 1.034, 0.060], [3.091, -0.700, 0.011], [-0.294, 0.833, -0.163]], "mulliken_charge": [0.96, 0.44, -0.65, -0.37, -0.33, -0.81, -0.63, -0.77, 0.53, 0.83, 0.79]}

=====

Entry 5:
{"formula": "C3LiO3Zn", "method": "wB97M-V/def2-TZVPD", "molar_mass_g_mol": 156.361, "orbital_gap_ev": [6.296, 6.313], "homo_energy_ev": [-23.365, -23.122], "multiplicity": 1, "total_charge": 3, "energy_ev": -57833.8335, "elements": ["Zn", "O", "O", "O", "C", "C", "C", "Li"], "xyz": [[1.255, 2.734, 0.333], [-2.926, -0.477, 0.639], [0.455, 1.246, -0.283], [0.933, -1.043, -0.296], [-1.886, -0.323, 0.202], [-0.755, -0.116, -0.485], [0.580, 0.048, -0.775], [2.345, -2.070, 0.663]], "mulliken_charge": [1.18, 0.04, -0.16, -0.40, 0.57, -0.15, 0.93, 0.99]}

=====

Entry 6:
{"formula": "C3N2O", "method": "wB97M-V/def2-TZVPD", "smiles": "N#CN=C=C=O", "molar_mass_g_mol": 80.046, "orbital_gap_ev": 8.130, "homo_energy_ev": -10.369, "multiplicity": 1, "de_lowest_ev": 2.697, "total_charge": 0, "energy_ev": -8133.9604, "elements": ["O", "N", "N", "C", "C", "C"], "xyz": [[0.047, 2.061, -0.233], [-0.693, -1.085, 0.135], [1.879, -1.116, 0.111], [-0.538, 1.093, -0.127], [-1.418, 0.003, 0.001], [0.722, -0.956, 0.111]], "mulliken_charge": [-0.15, -0.25, -0.37, 0.77, -0.34, 0.35]}

=====

Entry 7:
{"formula": "C3N2O2S", "method": "wB97M-V/def2-TZVPD", "smiles": "O=C=NC(=S)N=C=O", "molar_mass_g_mol": 128.112, "orbital_gap_ev": 8.543, "homo_energy_ev": -9.505, "multiplicity": 1, "de_lowest_ev": 0.000, "total_charge": 0, "energy_ev": -21020.5917, "elements": ["S", "O", "O", "N", "N", "C", "C", "C"], "xyz": [[2.427, 0.383, -0.071], [-0.346, 3.104, -0.170], [-1.069, -3.152, -0.291], [-0.125, 0.837, 0.371], [0.407, -1.378, 0.201], [-0.169, 1.988, 0.000], [-0.411, -2.249, -0.009], [0.866, -0.062, 0.152]], "mulliken_charge": [-0.26, -0.32, -0.38, -0.34, -0.30, 0.64, 0.58, 0.37]}

=====

Entry 8:
{"formula": "C3N4O3S", "method": "wB97M-V/def2-TZVPD", "molar_mass_g_mol": 172.125, "orbital_gap_ev": 8.844, "homo_energy_ev": -10.679, "multiplicity": 1, "de_lowest_ev": 1.345, "total_charge": 0, "energy_ev": -26038.8777, "elements": ["S", "O", "O", "O", "N", "N", "N", "N", "C", "C", "C"], "xyz": [[-1.533, -1.342, -0.359], [2.508, -1.144, -1.093], [2.734, -1.209, 1.066], [0.088, 2.142, 0.064], [-3.967, -0.089, 0.229], [2.293, -0.794, 0.012], [-0.992, 1.321, 0.007], [1.376, 1.421, 0.196], [-3.019, -0.611, -0.077], [1.299, 0.187, 0.166], [-0.789, 0.116, -0.210]], "mulliken_charge": [-0.08, -0.48, -0.51, -0.09, -0.30, 0.97, -0.17, -0.21, 0.33, 0.18, 0.35]}

=====

Entry 9:
{"formula": "C3NO2S", "method": "wB97M-V/def2-TZVPD", "molar_mass_g_mol": 114.105, "orbital_gap_ev": [6.106, 6.106], "homo_energy_ev": [-2.621, -2.609], "multiplicity": 1, "de_lowest_ev": 1.201, "total_charge": -1, "energy_ev": -19530.9051, "elements": ["S", "O", "O", "N", "C", "C", "C"], "xyz": [[1.882, -1.031, 0.303], [-2.136, -0.247, 0.628], [-1.199, -2.154, -0.252], [0.967, 2.678, -0.681], [1.194, 1.568, -0.350], [-1.625, -1.173, 0.213], [0.917, 0.359, 0.140]], "mulliken_charge": [-0.36, -0.33, -0.41, -0.57, 0.37, 0.73, -0.43]}

=====

Entry 10:
{"formula": "C3NO5", "method": "wB97M-V/def2-TZVPD", "smiles": "O=C([O-])C(=O)C12ON1O2", "molar_mass_g_mol": 130.035, "orbital_gap_ev": 8.415, "homo_energy_ev": -4.598, "multiplicity": 1, "de_lowest_ev": 7.070, "total_charge": -1, "energy_ev": -14834.2375, "elements": ["O", "O", "O", "O", "O", "N", "C", "C", "C"], "xyz": [[2.477, -0.400, 0.241], [-2.196, 0.720, -0.993], [-0.394, -1.909, 0.007], [-1.789, 0.261, 1.235], [1.120, 1.306, 0.253], [1.924, 0.422, -0.713], [-1.673, 0.280, 0.002], [-0.343, -0.706, -0.108], [0.874, 0.026, 0.076]], "mulliken_charge": [-0.38, -0.64, -0.55, -0.62, -0.39, -0.29, 0.65, 0.26, 0.96]}

=====

Entry 11:
{"formula": "C3NS", "method": "wB97M-V/def2-TZVPD", "molar_mass_g_mol": 82.107, "orbital_gap_ev": 8.497, "homo_energy_ev": -16.850, "multiplicity": 1, "de_lowest_ev": 2.719, "total_charge": 1, "energy_ev": -15417.7693, "elements": ["S", "N", "C", "C", "C"], "xyz": [[-0.337, 1.652, 0.034], [-1.223, 0.683, -0.566], [0.900, -1.195, 0.158], [1.032, 0.052, 0.450], [-0.372, -1.191, -0.076]], "mulliken_charge": [0.55, 0.01, 0.03, 0.21, 0.20]}

=====

Entry 12:
{"formula": "C3O3Sr", "method": "wB97M-V/def2-TZVPD", "molar_mass_g_mol": 171.650, "orbital_gap_ev": 4.933, "homo_energy_ev": -6.327, "multiplicity": 1, "total_charge": 0, "energy_ev": -10083.7525, "elements": ["Sr", "O", "O", "O", "C", "C", "C"], "xyz": [[0.615, 1.432, -0.067], [-1.018, 0.352, 1.075], [-2.280, -1.314, -0.053], [2.561, -0.176, -0.080], [-1.644, 0.922, -0.722], [3.378, -0.959, -0.143], [-1.613, -0.256, -0.009]], "mulliken_charge": [1.55, -0.81, -0.64, -0.11, -0.81, -0.02, 0.85]}